# 1
Below is a 6-piece molecular cluster, BrH10O5 overall, with properties calculated with ωB97M-V with the def2-TZVPD basis set.

**Total energy**: -2956.3410 Eh
**Multiplicity**: 1
**Kohn-Sham gap**: 0.34229 Ha
**Relative energy (zero: lowest compared OMol25 entry of this formula, charge and spin)**: 0.0 kJ/mol
**Net charge**: -1
**Highest occupied orbital energy**: -0.2107 hartree

Last column: Löwdin charge in e.
Positions of all 16 atoms, in Å:
Br 0.61371 -0.14449 -0.55953  0.0329
O 0.27981 -3.51978 -0.16620  -0.1234
H 0.63970 -2.63035 -0.35231  -0.1061
H 1.05011 -4.04767 0.06493  0.0146
O 1.12042 3.13323 0.26005  -0.1249
H 0.80684 2.24302 -0.00433  -0.1091
H 0.47707 3.42767 0.91190  0.0140
O -1.29824 0.33088 -3.36325  -0.1285
H -0.53682 0.29004 -2.75409  -0.1003
H -1.75980 -0.49381 -3.18337  0.0174
O 1.44832 -0.67117 2.74583  -0.1207
H 2.29988 -0.26382 2.56096  0.0168
H 1.00595 -0.64981 1.87661  -0.0901
O -2.32442 0.88473 0.92429  -0.1195
H -1.58422 0.37076 0.54430  -0.0863
H -2.23830 1.74055 0.49422  0.0132


# 2
Below is C4H10NOP as an isolated structure at a distorted geometry, with properties calculated with ωB97M-V with the def2-TZVPD basis set.

**Total energy**: -629.5314 Eh
**Multiplicity**: 3
**Kohn-Sham gap (spin up / spin down)**: 0.22396 / 0.26064 Ha
**Relative energy (zero: lowest compared OMol25 entry of this formula, charge and spin)**: 272.5 kJ/mol
**Highest occupied orbital energy (spin up / spin down)**: -0.1947 / -0.3333 hartree

Last column: Löwdin charge in e.
Positions of all 17 atoms, in Å:
C 0.09407 0.53229 -2.98400  -0.3632
C -1.35519 -0.11699 1.54646  -0.1116
C -1.09349 0.47639 0.16131  -0.0479
C 1.25987 -0.84939 0.68419  -0.4623
N 0.61240 -0.13261 -0.33010  -0.3518
O 1.65894 -0.06172 1.78682  -0.1096
P 1.03028 -0.36485 -1.96342  0.7441
H 0.40057 0.49990 -4.00438  -0.0108
H -0.74150 1.18493 -2.79656  0.0068
H -1.56765 -1.12112 1.43293  0.0471
H -0.41162 -0.05900 2.06425  0.0440
H -2.10793 0.40611 2.14996  0.0895
H -1.58346 0.15433 -0.72167  0.0568
H -0.80972 1.53089 0.32494  0.0945
H 0.80204 -1.74460 1.12648  0.1230
H 2.16678 -1.24995 0.12133  0.0942
H 1.64561 0.91538 1.40147  0.1572


# 3
Below is C26H15F9N6O3ReS as an isolated structure at a distorted geometry, with properties calculated with ωB97M-V with the def2-TZVPD basis set.

**Total energy**: -2928.8603 Eh
**Multiplicity**: 4
**Kohn-Sham gap (spin up / spin down)**: 0.28558 / 0.25989 Ha
**Relative energy (zero: lowest compared OMol25 entry of this formula, charge and spin)**: 56.4 kJ/mol
**Net charge**: +2
**Highest occupied orbital energy (spin up / spin down)**: -0.5322 / -0.5432 hartree

Last column: Löwdin charge in e.
Positions of all 61 atoms, in Å:
Re -2.01713 -16.02576 -1.09732  1.7187
O 1.49680 -16.18100 -3.12741  0.1679
C 0.34627 -16.20235 -2.78127  -0.4376
N -0.04834 -16.18792 -1.43816  -0.0590
C 0.87930 -16.28931 -0.33038  -0.3620
O 2.05848 -16.61730 -0.48114  0.1449
C 0.16061 -16.15360 0.95491  -0.1638
C 0.88689 -15.92782 2.10242  0.0414
C 0.22714 -15.70874 3.34424  0.0407
C -1.20856 -15.57820 3.24200  0.0120
C -1.87843 -15.70740 1.99142  -0.0606
N -1.19689 -15.94043 0.84126  -0.0496
C -0.83368 -16.18212 -3.73074  -0.1488
C -0.65387 -15.78919 -5.03895  0.0537
C -1.73203 -15.93780 -5.92132  0.0073
C -2.98248 -16.16871 -5.38994  0.0096
C -3.13208 -16.30844 -3.96093  -0.0872
N -2.08844 -16.20329 -3.18786  -0.0602
H 1.97397 -16.16063 2.16038  0.1563
H 0.74127 -15.48227 4.33690  0.1567
H -1.76476 -15.48285 4.16575  0.1149
H -2.90567 -15.38735 1.82164  0.1077
H 0.33004 -15.44780 -5.35155  0.1486
H -1.65380 -15.64468 -6.97161  0.1387
H -3.96866 -16.32205 -5.90833  0.1426
H -4.07042 -16.51251 -3.50395  0.1100
N -3.63156 -19.85994 -0.92759  0.1983
C -2.38605 -20.38116 -1.32758  -0.1726
C -2.06082 -21.67825 -1.73376  0.0280
C -0.71138 -21.85218 -2.19231  -0.0261
C 0.19876 -20.81022 -2.13209  -0.0527
C -0.10643 -19.49752 -1.77016  0.0130
C -1.43223 -19.31005 -1.37407  -0.1194
N -2.16801 -18.10302 -0.93648  -0.0043
C -3.42783 -18.52091 -0.70140  -0.2606
C -4.37950 -17.55218 -0.24532  -0.2782
C -5.61363 -17.68183 0.39173  -0.2076
S -6.22287 -16.06172 0.80242  1.1777
C -4.95513 -15.38816 -0.02111  -0.4446
N -4.09415 -16.21300 -0.63278  -0.1188
H -4.58268 -20.28392 -0.98302  0.2043
H -2.81275 -22.47563 -1.55494  0.1344
H -0.39853 -22.85647 -2.47351  0.1227
H 1.24644 -20.94876 -2.32064  0.1201
H 0.61091 -18.69705 -1.75109  0.1003
H -6.19769 -18.56339 0.65513  0.0987
H -4.89584 -14.35540 -0.12813  0.0705
F 0.38433 -13.41895 -1.11127  0.1813
C -0.44673 -12.63604 -1.81285  -0.4186
F 0.11455 -11.35972 -1.81115  0.1655
F -0.37135 -13.03768 -3.18297  0.1103
C -1.85863 -12.79522 -1.38636  -0.2529
O -2.08389 -14.17422 -1.15020  -0.2582
C -1.96732 -11.99581 -0.08605  -0.4988
F -0.99354 -12.26276 0.79720  0.1978
F -2.03491 -10.66994 -0.29434  0.2087
F -3.17708 -12.35517 0.45260  0.1280
C -2.80822 -12.27614 -2.37191  -0.5463
F -2.42584 -11.11499 -2.94944  0.2054
F -3.06422 -13.20750 -3.35554  0.1428
F -3.95478 -12.04939 -1.78382  0.2087


# 4
Below is C42H42B2F4N4O7PPbSSb as an isolated structure at a distorted geometry, with properties calculated with ωB97M-V with the def2-TZVPD basis set.

**Total energy**: -3992.7651 Eh
**Multiplicity**: 1
**Kohn-Sham gap**: 0.23309 Ha
**Net charge**: +2
**Highest occupied orbital energy**: -0.4843 hartree

Last column: Löwdin charge in e.
Positions of all 105 atoms, in Å:
Pb 0.11554 -0.62523 0.89336  1.3833
C -3.21636 -0.87233 4.16206  0.0228
C -2.17476 -1.09183 3.12126  -0.2183
N -1.61586 -0.14213 2.45256  -0.0321
O -1.96836 1.15497 2.66016  0.0520
B -1.04066 2.16237 2.10766  -1.1301
F -1.53196 3.39687 2.28396  0.2395
F -0.98296 1.91747 0.62566  -0.0833
O 0.30774 2.08667 2.67426  0.0864
N 0.90894 0.87227 2.57496  -0.0291
C 1.85354 0.53057 3.37966  -0.2188
C 2.35344 1.36317 4.49786  0.0233
C 2.39964 -0.82153 3.16576  -0.2282
N 1.95334 -1.41833 2.11706  -0.0918
O 2.30994 -2.70423 1.81386  -0.0832
B 1.37984 -3.75613 2.44966  -1.1531
F 1.28944 -3.50543 3.79296  0.1919
F 1.92424 -4.94963 2.15866  0.2179
O 0.01404 -3.67483 1.84366  0.0478
N -0.62596 -2.50133 2.07106  -0.0534
C -1.64356 -2.44273 2.86216  -0.2150
C -2.22466 -3.63093 3.53286  0.0285
C 3.37524 -1.41883 4.10696  0.0227
H -3.34386 0.19797 4.31106  0.0890
H -2.92386 -1.33423 5.10536  0.1046
H -4.16966 -1.30693 3.86056  0.1048
H 1.79554 2.29267 4.54606  0.0932
H 3.41014 1.58607 4.37296  0.1017
H 2.23184 0.82227 5.43316  0.1065
H -1.78196 -4.53213 3.11276  0.1012
H -3.30616 -3.66423 3.41556  0.1021
H -1.99906 -3.60563 4.59816  0.1116
H 4.18184 -0.72643 4.33616  0.0964
H 3.76844 -2.33933 3.67796  0.0998
H 2.87364 -1.68823 5.03666  0.1146
O -0.79266 -0.67803 -2.03344  -0.4741
C -0.11856 -1.84193 -2.08454  -0.7487
O -0.59106 -2.85933 -1.65864  0.0602
C 1.30734 -1.70313 -2.51684  -0.1411
P 2.17004 -2.28323 -0.92594  1.1636
C 3.38594 -1.00223 -0.65124  -0.3487
C 3.48424 1.41467 -0.73964  -0.2120
C 4.91014 1.64457 -0.59864  0.0309
C 5.78904 0.79677 -0.02644  -0.0345
C 5.47364 -0.46053 0.57016  0.0192
C 4.38914 -1.24673 0.30536  -0.0419
C 3.06004 -3.79093 -1.42104  -0.3419
C 2.78544 -5.01063 -0.82114  -0.0524
C 3.44854 -6.14493 -1.26124  -0.0401
C 4.36774 -6.06223 -2.29374  -0.0461
C 4.64034 -4.83713 -2.88554  -0.0613
C 3.99704 -3.69333 -2.45314  -0.0922
H 1.56054 -0.68393 -2.80304  0.0996
H 1.53904 -2.40223 -3.32124  0.1150
H 1.49084 1.97857 -0.74094  0.1034
H 5.27234 2.59617 -0.95804  0.1314
H 6.81734 1.11657 0.06106  0.1236
H 6.19884 -0.84133 1.27656  0.1312
H 4.30924 -2.21433 0.78256  0.1178
H 2.06604 -5.08073 -0.02534  0.0985
H 3.23944 -7.09523 -0.80074  0.1182
H 4.87714 -6.94953 -2.63574  0.1166
H 5.35294 -4.77293 -3.69484  0.1140
H 4.20974 -2.73763 -2.91484  0.1105
S -2.15346 -0.81643 -0.97254  0.6882
Sb -2.90006 1.48027 -1.51004  1.6607
C -3.69906 2.80547 -0.00324  -0.3293
C -3.62846 4.15967 -0.27814  -0.1124
C -4.07826 5.05657 0.67476  -0.0479
C -4.57246 4.59677 1.88376  -0.0401
C -4.65996 3.23647 2.13056  -0.0483
C -4.22876 2.32627 1.17876  -0.1234
C -4.42066 0.70817 -2.81524  -0.3686
C -4.09376 -0.33603 -3.67154  -0.1576
C -5.06716 -0.86783 -4.49824  -0.0546
C -6.35616 -0.36283 -4.45544  -0.0490
C -6.67686 0.67847 -3.60054  -0.0559
C -5.70656 1.22087 -2.77314  -0.1107
C -1.46646 2.47397 -2.76564  -0.3200
C -0.65926 3.47847 -2.25754  -0.1266
C 0.09624 4.23457 -3.14234  -0.0636
C 0.04854 3.97737 -4.50394  -0.0467
C -0.75636 2.96077 -4.99454  -0.0502
C -1.53076 2.20837 -4.12504  -0.1040
H -3.24076 4.51877 -1.22134  0.1030
H -4.01746 6.11447 0.47026  0.1188
H -4.88306 5.30427 2.63506  0.1193
H -5.04446 2.87957 3.07426  0.1205
H -4.29726 1.26477 1.37196  0.1089
H -3.08876 -0.73953 -3.68914  0.0832
H -4.82006 -1.67883 -5.16634  0.1169
H -7.11836 -0.78623 -5.08764  0.1167
H -7.68306 1.06537 -3.57404  0.1165
H -5.94736 2.03577 -2.10184  0.1028
H -0.63196 3.67707 -1.19434  0.1008
H 0.70024 5.04647 -2.76754  0.1083
H 0.62874 4.57877 -5.18754  0.1182
H -0.80306 2.76317 -6.05514  0.1185
H -2.18696 1.43647 -4.50984  0.0957
C 2.68494 3.73697 -0.20854  -0.0371
C 2.50884 2.31227 -0.58304  -0.0419
O 3.08114 0.13947 -1.21914  0.0132
H 2.04274 3.99057 0.63546  0.0936
H 2.37284 4.36297 -1.04654  0.0789
H 3.71604 3.97177 0.03976  0.0814


The highest total energy belongs to which entry? C4H10NOP


What is the total energy in the fourth record? -3992.7651 Eh